1.
Density functional theory data (ωB97M-V/def2-TZVPD) for a cluster of 3 separate species, C4H14N2S in total in a non-equilibrium geometry.

Geometry as XYZ:
```
21
Properties=species:S:1:pos:R:3:forces:R:3
C -0.1570 0.7389 3.0459 -0.45 -0.17 -0.46
N -0.7107 0.2759 1.7617 0.41 0.66 0.04
C -1.7783 1.1397 1.2683 -0.21 -0.28 -0.05
H 0.8217 0.2807 3.1842 -0.04 -0.01 0.15
H -0.0510 1.8344 3.0939 0.05 -0.08 0.01
H -0.8299 0.4253 3.8500 0.18 0.06 0.03
H 0.5940 1.4111 -0.5079 2.46 -3.19 -0.03
H 0.0446 0.3259 1.0736 -0.39 -0.29 0.52
H -2.6589 1.0694 1.9162 0.12 0.00 -0.03
H -2.0719 0.7850 0.2754 -0.06 0.13 0.07
H -1.5114 2.2075 1.1871 0.08 -0.08 0.09
C -0.5916 -1.0951 -1.5763 -0.61 -0.10 0.91
C 0.9220 -1.3123 -1.4525 -0.27 0.48 -1.93
S 1.7826 -0.1100 -0.4375 -1.72 2.94 0.45
N -1.0587 0.1452 -2.2190 1.01 -0.54 -0.32
H -0.9885 -1.1534 -0.5532 -0.11 0.06 -0.20
H -1.0478 -1.9140 -2.1380 0.22 -0.11 0.10
H 1.3645 -1.1637 -2.4471 -0.16 -0.30 0.01
H 1.1229 -2.3554 -1.1932 0.14 0.32 0.63
H -0.9270 -0.0359 -3.2144 -0.26 0.33 0.00
H -0.3541 0.8575 -2.0176 -0.38 0.17 0.01
```
Positions in Å, forces in eV/Å.

Summary:
charge: 0


2.
Density functional theory data (ωB97M-V/def2-TZVPD) for a structure of composition C17H13F5N3O5Pd.

Geometry as XYZ:
```
44
Properties=species:S:1:pos:R:3:forces:R:3
Pd -0.2815 0.0355 -1.1520 0.00 -0.01 0.02
O 5.8183 1.2664 -1.8504 0.00 0.00 -0.02
C 6.2576 2.3846 -1.7580 0.00 -0.01 0.06
O 6.7222 3.4076 -1.6721 0.00 0.00 -0.03
C 4.3286 0.9274 -1.6721 -0.01 0.00 0.00
C 4.0317 -0.3850 -1.9009 0.00 0.00 0.00
C 2.6857 -0.6910 -1.7457 0.00 0.00 0.00
N 1.7765 0.2296 -1.4066 0.01 0.01 0.01
C 2.1521 1.4949 -1.1972 0.00 0.00 -0.01
C 3.4727 1.9166 -1.3190 0.00 0.00 0.00
C 1.0970 2.5494 -0.8074 0.00 -0.01 0.03
O 1.5299 3.6639 -0.5821 0.00 0.00 -0.01
O -0.0861 2.0993 -0.7732 0.01 0.01 -0.01
H 4.7603 -1.1302 -2.1809 0.00 0.00 0.00
H 2.3343 -1.6984 -1.9047 0.00 0.00 0.00
H 3.6770 2.9649 -1.1240 0.00 0.00 0.00
C -4.6478 -0.4047 -0.9593 0.00 -0.01 0.01
C -3.3325 0.1088 -0.4492 0.01 0.01 0.02
O -2.3572 0.1220 -1.2184 -0.04 -0.01 -0.02
N -3.3203 0.5737 0.8008 0.01 -0.01 -0.01
C -2.2318 1.3105 1.4337 0.00 -0.01 0.00
C -1.3498 0.4272 2.2803 0.00 0.00 0.00
C -1.2963 0.5648 3.6595 0.00 0.00 0.00
C -0.4829 -0.2913 4.3865 0.00 0.00 0.00
C 0.2407 -1.2562 3.7086 0.00 0.00 0.00
C 0.1272 -1.3161 2.3270 0.00 0.00 0.00
N -0.6421 -0.4925 1.6212 0.00 -0.01 0.00
H -4.4687 -1.2065 -1.6686 0.00 0.00 0.00
H -5.1556 0.4090 -1.4795 0.01 0.00 -0.01
H -5.2902 -0.7565 -0.1538 -0.01 0.01 0.00
H -4.1722 0.4646 1.3259 0.00 0.00 0.00
H -2.6778 2.0946 2.0444 0.00 0.00 0.00
H -1.6429 1.7917 0.6556 0.01 0.00 -0.01
H -1.8837 1.3275 4.1537 0.00 0.00 0.00
H -0.4234 -0.2093 5.4638 0.00 0.00 0.00
H 0.8787 -1.9539 4.2327 0.00 0.00 0.00
H 0.6735 -2.0603 1.7594 0.00 0.00 0.00
F 0.5853 -2.5182 -0.6329 0.00 0.00 0.00
C -0.2668 -1.8989 -1.5276 0.00 0.02 -0.02
F 0.2861 -2.1406 -2.7653 0.00 -0.01 0.00
C -1.5622 -2.7331 -1.4960 0.00 0.00 0.00
F -1.2821 -4.0308 -1.6465 0.00 0.00 0.00
F -2.1981 -2.5870 -0.3270 0.00 0.00 0.01
F -2.3836 -2.3744 -2.4826 0.00 0.00 0.00
```
Positions in Å, forces in eV/Å.

Summary:
charge: +1


3.
Density functional theory data (ωB97M-V/def2-TZVPD) for a cluster of 2 separate species, C6H6O in total.

Geometry as XYZ:
```
13
Properties=species:S:1:pos:R:3:forces:R:3
C -1.3361 -1.4313 0.1208 -0.01 0.06 -0.27
C -0.9311 -0.8308 -0.9172 0.02 0.00 0.38
C 0.0588 0.0964 -1.1104 -0.14 -0.11 0.07
C 1.1769 -0.4183 -0.4187 -0.08 -0.14 0.20
C 0.9656 0.1136 0.8680 0.39 0.04 -0.02
O 0.3349 1.3508 0.8004 -0.03 0.00 0.09
C -0.2160 1.4732 -0.5240 -0.14 0.14 -0.22
H -2.0884 -2.0918 0.5224 0.15 0.14 -0.09
H 1.5666 -1.4160 -0.5795 -0.04 0.14 0.03
H -0.1389 -0.8347 0.9999 -0.08 -0.08 -0.11
H 1.6015 0.0121 1.7416 -0.10 -0.02 -0.11
H 0.2937 2.2928 -1.0441 -0.07 -0.13 0.07
H -1.2876 1.6839 -0.4592 0.13 -0.04 -0.01
```
Positions in Å, forces in eV/Å.

Summary:
charge: 0


4.
Density functional theory data (ωB97M-V/def2-TZVPD) for an isolated molecule of C30H52N6O7 in a non-equilibrium geometry.

Geometry as XYZ:
```
95
Properties=species:S:1:pos:R:3:forces:R:3
C -0.1315 2.0361 4.6984 -0.18 -0.22 0.10
H -0.3214 2.7123 5.5290 0.02 0.10 0.06
H -0.0573 2.6324 3.7923 0.05 0.11 -0.12
H 0.8219 1.5417 4.8679 0.18 0.00 0.02
C -1.2581 1.0112 4.5880 -0.01 0.02 -0.13
C -2.5770 1.7083 4.2582 0.17 -0.06 0.21
H -2.4937 2.2867 3.3424 -0.06 0.09 -0.07
H -3.3816 0.9843 4.1452 -0.16 -0.05 -0.05
H -2.8464 2.3894 5.0631 -0.08 0.08 0.06
C -0.9099 -0.1177 3.6059 0.00 0.31 0.05
H -0.0408 -0.6524 3.9925 -0.03 -0.10 -0.02
H -1.7427 -0.8247 3.5569 0.00 -0.15 0.01
C -0.5531 0.3098 2.1797 0.22 0.00 0.10
N -1.7010 0.8194 1.4617 -0.15 -0.34 0.16
C -1.6166 1.8688 0.6156 -0.23 -0.14 -0.03
O -0.5784 2.4023 0.3002 0.30 0.23 -0.12
O -2.8512 2.2090 0.1932 -0.07 -0.16 0.09
C -3.0544 3.4166 -0.5782 -0.06 0.58 -0.36
C -2.3498 3.3246 -1.9314 0.00 -0.13 0.32
H -2.6728 2.4312 -2.4619 -0.05 -0.09 -0.09
H -2.6025 4.1959 -2.5298 -0.06 0.10 -0.08
H -1.2726 3.2874 -1.7953 0.05 0.02 -0.06
C -2.5618 4.6319 0.2087 0.05 -0.32 -0.02
H -1.4863 4.5735 0.3543 0.03 0.07 0.00
H -3.0473 4.6701 1.1819 -0.08 0.04 0.09
H -2.7963 5.5418 -0.3369 -0.06 0.10 -0.06
C -4.5706 3.4810 -0.7688 0.41 -0.18 0.15
H -5.0662 3.5155 0.1978 -0.08 0.03 0.10
H -4.8366 4.3677 -1.3362 -0.02 0.10 -0.07
H -4.9164 2.5998 -1.3025 -0.06 -0.08 -0.09
H -2.6041 0.4085 1.6328 -0.02 0.13 0.01
C 0.0724 -0.8254 1.4309 -0.32 -0.21 -0.73
C -0.3291 -1.4325 0.2601 0.22 0.22 0.53
N 0.6645 -2.3018 -0.0222 -0.50 0.69 0.40
N 1.6003 -2.2431 0.9140 0.95 -0.78 -0.33
N 1.2581 -1.3675 1.7833 -0.03 0.48 0.52
C 0.7853 -3.1394 -1.1841 -0.26 -0.59 -0.46
H 1.8367 -3.4401 -1.2586 -0.11 0.14 0.05
C -0.0950 -4.3869 -1.0615 0.17 0.03 0.08
H -0.0675 -4.9133 -2.0154 -0.04 0.03 0.03
H -1.1257 -4.0797 -0.8756 0.04 -0.03 -0.13
C 0.3696 -5.3011 0.0660 -0.14 0.29 0.03
C -0.0510 -4.8014 1.4420 -0.01 -0.13 -0.58
O -1.0222 -4.1162 1.6414 -0.11 0.00 0.14
O 0.7778 -5.2827 2.3530 0.34 -0.22 0.25
C 0.5732 -5.0736 3.7762 -0.21 0.09 0.65
C 1.7963 -5.7233 4.4220 -0.27 0.13 -0.34
H 1.7240 -5.6597 5.5035 -0.02 0.02 0.12
H 1.8615 -6.7685 4.1309 0.02 -0.13 0.00
H 2.6989 -5.2148 4.0947 0.13 0.05 0.00
C -0.7114 -5.7792 4.2102 0.17 0.10 -0.28
H -1.5697 -5.3370 3.7108 -0.06 0.02 0.02
H -0.8401 -5.6779 5.2841 0.01 0.00 0.13
H -0.6640 -6.8367 3.9583 0.01 -0.12 0.02
C 0.5200 -3.5846 4.1045 0.00 -0.19 -0.25
H -0.3917 -3.1453 3.7105 -0.01 0.07 0.02
H 1.3701 -3.0702 3.6616 0.05 0.05 0.04
H 0.5415 -3.4491 5.1823 0.03 -0.03 0.16
H -0.0917 -6.2849 -0.0510 0.06 -0.03 0.04
H 1.4515 -5.4346 0.0610 -0.01 -0.09 0.00
C 0.3648 -2.3126 -2.4152 0.32 -0.12 0.07
O -0.6025 -2.6332 -3.0792 -0.30 -0.23 0.04
N 1.1027 -1.2209 -2.6991 0.06 0.18 -0.28
C 0.6321 -0.3104 -3.7272 -0.46 0.16 -0.10
C 0.2647 1.0273 -3.0798 -0.04 -0.12 -0.36
N 1.4258 1.5469 -2.3998 -0.13 -0.04 -0.06
C 1.8733 2.8268 -2.4859 -0.02 -0.31 -0.06
O 2.8476 3.2223 -1.8903 0.23 0.35 0.19
O 1.1196 3.5453 -3.3369 -0.14 -0.01 -0.06
C 1.3939 4.9513 -3.5421 0.16 0.62 -0.09
C 1.2528 5.7129 -2.2249 0.08 -0.30 -0.10
H 0.2721 5.5290 -1.7915 -0.14 0.02 0.05
H 1.3695 6.7785 -2.4018 -0.02 0.13 -0.05
H 2.0117 5.3835 -1.5210 0.01 0.06 0.05
C 2.7850 5.1440 -4.1450 -0.15 -0.21 0.19
H 2.9430 6.1946 -4.3720 -0.01 0.13 -0.06
H 3.5442 4.8142 -3.4418 0.05 0.04 -0.02
H 2.8784 4.5661 -5.0623 0.01 -0.02 -0.12
C 0.3160 5.3936 -4.5338 0.25 -0.29 0.28
H 0.4034 4.8282 -5.4581 0.01 -0.04 -0.13
H -0.6702 5.2172 -4.1131 -0.14 0.01 0.05
H 0.4258 6.4513 -4.7536 0.02 0.12 -0.02
C 1.9648 0.6614 -1.3949 0.35 -0.11 0.18
C 2.2722 -0.7071 -2.0155 0.21 0.21 0.35
H 2.6249 -1.3866 -1.2430 -0.02 0.00 -0.07
H 3.0660 -0.5865 -2.7624 -0.01 -0.03 0.08
H 2.8737 1.1143 -0.9975 -0.09 -0.11 -0.01
H 1.2375 0.5594 -0.5808 0.08 -0.04 -0.05
H -0.5438 0.8680 -2.3549 -0.04 0.00 -0.05
H -0.0631 1.7402 -3.8338 -0.04 -0.11 0.08
H 1.4269 -0.1619 -4.4645 -0.03 0.02 0.01
H -0.2358 -0.7620 -4.2089 0.15 0.09 0.02
H -1.1936 -1.3222 -0.3581 -0.22 0.05 -0.18
H 0.1871 1.1185 2.2069 -0.13 -0.11 0.02
H -1.3738 0.5301 5.5673 0.01 0.02 -0.07
```
Positions in Å, forces in eV/Å.

Summary:
charge: 0


Number 1: orbital gap 7.75 eV, HOMO -8.7 eV. Number 2: orbital gap 6.65 eV, HOMO -11.4 eV. Number 3: orbital gap 8.90 eV, HOMO -8.8 eV. Number 4: orbital gap 9.49 eV, HOMO -8.8 eV.